Entry 1:
The following is a quantum chemistry calculation of C40H51N3O2Rh as an isolated structure at a distorted geometry, from OMol25.

```
97
Properties=species:S:1:pos:R:3:mulliken_spin:R:1
Rh 0.83 -0.63 0.24 1.69
C -3.19 5.61 -0.98 0.02
C -2.65 5.46 0.46 0.04
C -3.79 5.00 1.38 0.01
C -2.15 6.82 0.94 0.01
C -1.55 4.41 0.44 -0.03
C -1.88 3.09 0.23 0.03
C -0.87 2.14 0.11 0.07
N -1.04 0.83 -0.13 0.44
C -2.23 0.23 -0.32 0.02
C -3.37 0.75 -0.89 -0.01
C -4.55 0.03 -0.85 -0.04
C -4.55 -1.27 -0.25 0.12
C -3.43 -1.89 0.24 0.13
C -2.21 -1.13 0.17 0.31
O -1.05 -1.56 0.52 0.20
C -3.49 -3.33 0.74 0.01
C -2.75 -4.23 -0.27 0.01
C -2.89 -3.43 2.16 0.01
C -4.93 -3.85 0.82 0.00
C -5.82 0.64 -1.43 0.06
C -7.02 -0.30 -1.35 0.01
C -5.57 1.01 -2.91 0.02
C -6.14 1.92 -0.63 0.03
C 0.52 2.48 0.40 0.25
O 1.31 1.46 0.46 0.27
C 0.87 3.86 0.61 0.07
C -0.18 4.75 0.58 0.10
C 2.25 4.50 0.89 0.03
C 3.41 3.51 1.01 0.00
C 2.59 5.46 -0.26 0.00
C 2.20 5.28 2.22 0.01
H -3.96 6.38 -1.01 0.00
H -3.62 4.67 -1.34 0.00
H -2.39 5.90 -1.67 0.00
H -4.56 5.78 1.43 0.00
H -3.43 4.81 2.39 0.00
H -4.28 4.09 1.02 0.00
H -3.00 7.51 1.02 0.00
H -1.44 7.27 0.25 0.00
H -1.69 6.76 1.93 0.00
H -2.91 2.79 0.17 0.02
H -3.34 1.72 -1.37 0.01
H -5.48 -1.81 -0.21 0.01
H -1.73 -3.91 -0.44 0.00
H -3.27 -4.21 -1.23 0.00
H -2.74 -5.27 0.08 0.00
H -1.93 -2.92 2.25 0.00
H -2.76 -4.48 2.44 0.00
H -3.58 -2.98 2.88 0.00
H -5.41 -3.88 -0.16 0.00
H -5.54 -3.24 1.50 0.00
H -4.91 -4.87 1.21 0.00
H -6.83 -1.24 -1.89 0.00
H -7.88 0.18 -1.83 0.00
H -7.29 -0.53 -0.32 0.00
H -5.30 0.13 -3.49 0.00
H -4.79 1.76 -3.02 0.00
H -6.49 1.43 -3.33 0.00
H -6.26 1.70 0.43 0.00
H -7.07 2.36 -1.00 0.00
H -5.35 2.67 -0.73 0.00
H 0.07 5.79 0.71 0.01
H 3.63 3.07 0.04 0.00
H 3.21 2.73 1.75 0.00
H 4.30 4.06 1.34 0.00
H 2.58 4.93 -1.22 0.00
H 3.59 5.87 -0.11 0.00
H 1.89 6.29 -0.32 0.00
H 2.01 4.60 3.06 0.00
H 1.42 6.05 2.23 0.00
H 3.16 5.77 2.39 0.00
C 3.72 0.44 -0.35 -0.04
N 2.76 -0.67 -0.31 0.02
C 3.21 -1.88 -0.64 -0.01
C 2.42 -2.96 -0.32 0.00
C 2.58 -4.35 -0.28 0.05
C 1.48 -4.84 0.41 0.00
C 0.68 -3.73 0.76 0.06
N 1.25 -2.61 0.31 -0.05
C 3.90 1.04 -1.73 0.01
C 5.14 1.56 -2.09 0.00
C 5.32 2.16 -3.33 0.00
C 4.26 2.25 -4.22 0.00
C 3.02 1.74 -3.87 0.00
C 2.84 1.14 -2.63 0.00
H 4.68 0.08 0.02 -0.01
H 3.37 1.18 0.33 0.02
H 4.20 -1.98 -1.07 -0.01
H 3.41 -4.91 -0.69 0.00
H 1.26 -5.86 0.66 0.00
H -0.24 -3.73 1.32 0.01
H 5.97 1.49 -1.40 0.00
H 6.29 2.56 -3.60 0.00
H 4.40 2.71 -5.19 0.00
H 2.19 1.81 -4.56 0.00
H 1.86 0.75 -2.36 0.00
```

Summary:
E_LUMO (spin up / spin down) in Eh: -0.12926 / -0.19678
2S+1: 5
Charge: +1

---

Entry 2:
The following is a quantum chemistry calculation of C40H51N3P2RuSi2 as an isolated structure at a distorted geometry, from OMol25.

```
99
Properties=species:S:1:pos:R:3:mulliken_spin:R:1
Ru -0.39 0.92 -0.05 2.89
C 0.77 2.72 3.14 0.08
Si -0.51 1.32 3.24 -0.05
C -0.38 0.54 4.94 0.01
C -2.20 2.08 2.89 0.01
N -0.33 0.15 1.93 0.14
P 0.91 -0.82 1.52 0.03
C 0.83 -0.73 -0.26 0.42
P -0.39 -1.73 -1.11 0.05
N -1.66 -0.75 -1.01 0.27
Si -3.14 -0.23 -1.74 -0.03
C -3.21 1.55 -1.05 0.04
C -3.12 -0.04 -3.62 0.01
C -4.51 -1.39 -1.18 0.01
C 0.23 -2.03 -2.77 -0.02
C 1.58 -1.90 -3.08 0.02
C 2.01 -2.12 -4.38 0.01
C 1.09 -2.46 -5.37 0.00
C -0.26 -2.61 -5.05 0.00
C -0.69 -2.41 -3.75 0.00
C -0.81 -3.36 -0.47 0.04
C -0.26 -4.50 -1.05 0.00
C -0.66 -5.75 -0.60 0.00
C -1.59 -5.86 0.42 0.00
C -2.15 -4.71 0.98 0.00
C -1.77 -3.46 0.54 0.02
C 2.52 -0.14 2.00 -0.04
C 3.23 0.66 1.11 0.06
C 4.41 1.26 1.52 0.01
C 4.87 1.07 2.81 0.00
C 4.17 0.26 3.69 0.00
C 2.99 -0.36 3.29 0.00
C 0.83 -2.43 2.31 0.04
C -0.08 -2.66 3.33 0.02
C -0.04 -3.86 4.02 0.00
C 0.88 -4.83 3.65 0.00
C 1.77 -4.61 2.61 0.00
C 1.76 -3.40 1.94 -0.01
H 1.07 3.00 4.15 0.00
H 1.68 2.43 2.61 -0.02
H 0.36 3.62 2.67 0.00
H -0.71 1.26 5.69 0.00
H -0.99 -0.36 5.05 0.00
H 0.66 0.28 5.17 0.00
H -2.31 3.04 3.40 0.00
H -2.36 2.23 1.82 -0.01
H -3.01 1.43 3.24 0.00
H -3.03 2.27 -1.85 0.00
H -4.14 1.81 -0.55 0.00
H -2.39 1.66 -0.32 0.03
H -2.12 0.20 -3.98 0.00
H -3.46 -0.95 -4.13 0.00
H -3.79 0.77 -3.91 0.00
H -4.63 -1.39 -0.10 0.00
H -5.46 -1.13 -1.63 0.00
H -4.26 -2.41 -1.49 0.00
H 2.29 -1.64 -2.30 -0.01
H 3.06 -2.03 -4.63 0.00
H 1.42 -2.62 -6.38 0.00
H -0.96 -2.90 -5.82 0.00
H -1.73 -2.55 -3.48 0.00
H 0.46 -4.42 -1.85 0.00
H -0.26 -6.64 -1.06 0.00
H -1.90 -6.83 0.77 0.00
H -2.90 -4.81 1.76 0.00
H -2.21 -2.56 0.94 0.01
H 2.85 0.81 0.10 -0.02
H 4.98 1.87 0.83 0.00
H 5.79 1.54 3.13 0.00
H 4.54 0.10 4.70 0.00
H 2.46 -1.01 3.96 0.00
H -0.81 -1.90 3.58 0.01
H -0.73 -4.05 4.83 0.00
H 0.92 -5.77 4.19 0.00
H 2.49 -5.37 2.33 0.00
H 2.46 -3.20 1.14 0.00
C 1.78 4.28 0.13 -0.07
N 0.53 5.07 -0.07 0.00
C 0.81 6.23 -0.96 0.00
C -0.64 4.22 -0.56 0.10
C -0.34 3.41 -1.80 -0.17
C -0.50 4.01 -3.05 -0.03
C -0.13 3.35 -4.20 0.04
C 0.44 2.09 -4.11 -0.01
C 0.56 1.47 -2.87 0.04
C 0.12 2.09 -1.69 0.02
H 2.48 4.85 0.74 0.00
H 2.22 4.06 -0.83 0.00
H 1.54 3.34 0.63 0.07
H 0.26 5.45 0.83 0.00
H 1.05 5.87 -1.95 0.00
H 1.66 6.79 -0.57 0.00
H -0.06 6.89 -1.01 0.00
H -1.47 4.91 -0.73 0.00
H -0.91 3.57 0.28 -0.06
H -0.94 5.00 -3.12 0.00
H -0.27 3.82 -5.17 0.00
H 0.78 1.57 -5.00 0.00
H 0.99 0.48 -2.82 0.03
```

Summary:
E_LUMO (spin up / spin down) in Eh: -0.22385 / -0.25230
2S+1: 5
Charge: +2
Energy relative to the best compared isomer or geometry (same formula, charge and spin) in kcal per mole: 15.20

---

Entry 3:
The following is a quantum chemistry calculation of C40H51N4SeW as an isolated structure, from OMol25.

```
97
Properties=species:S:1:pos:R:3:lowdin_charge:R:1
W -1.17 0.64 -0.35 1.63
C -2.95 -0.38 -1.18 -0.17
C -2.30 -1.39 -0.38 -0.20
C -1.06 -1.70 -1.06 -0.17
C -0.99 -0.85 -2.19 -0.08
C -2.17 -0.07 -2.32 -0.28
C -2.70 0.63 -3.56 -0.54
C -1.61 0.81 -4.62 -0.03
C -3.39 1.96 -3.22 -0.03
C -3.77 -0.32 -4.14 -0.03
C -0.03 -2.82 -0.86 -0.51
C 0.55 -2.91 0.56 -0.03
C -0.72 -4.13 -1.25 -0.02
C 1.16 -2.63 -1.81 -0.05
C -3.19 -2.03 0.71 -0.51
C -3.85 -0.92 1.55 -0.04
C -2.57 -3.03 1.69 -0.04
C -4.29 -2.80 -0.06 -0.02
H -3.94 0.01 -0.99 0.12
H -0.16 -0.80 -2.87 0.12
H -0.76 1.39 -4.26 0.06
H -2.03 1.33 -5.48 0.10
H -1.25 -0.16 -4.96 0.09
H -2.71 2.71 -2.83 0.06
H -4.18 1.81 -2.49 0.09
H -3.86 2.36 -4.12 0.10
H -3.34 -1.30 -4.34 0.10
H -4.15 0.09 -5.08 0.09
H -4.61 -0.44 -3.46 0.09
H -0.20 -3.02 1.33 0.05
H 1.14 -2.03 0.78 0.05
H 1.21 -3.78 0.61 0.10
H -1.58 -4.36 -0.63 0.06
H -0.01 -4.96 -1.18 0.10
H -1.06 -4.07 -2.29 0.10
H 1.65 -1.67 -1.66 0.07
H 0.86 -2.71 -2.85 0.09
H 1.89 -3.41 -1.62 0.10
H -3.09 -0.33 2.07 0.07
H -4.49 -1.37 2.31 0.10
H -4.47 -0.25 0.96 0.08
H -1.87 -2.55 2.36 0.05
H -2.09 -3.87 1.21 0.07
H -3.38 -3.42 2.31 0.10
H -4.86 -2.14 -0.72 0.09
H -4.99 -3.25 0.64 0.10
H -3.86 -3.59 -0.67 0.09
C 3.98 2.29 2.39 -0.02
C 4.54 0.90 2.22 -0.22
C 5.91 0.67 2.16 -0.03
C 6.42 -0.61 2.01 -0.06
C 5.56 -1.70 1.92 -0.06
C 4.19 -1.49 1.98 -0.01
C 3.70 -0.21 2.13 -0.21
N 2.27 -0.02 2.16 0.17
C 1.55 0.34 1.09 -0.37
N 2.17 0.35 -0.10 0.17
C 1.81 1.22 -1.17 -0.21
C 0.47 1.52 -1.41 -0.20
C 0.23 2.53 -2.35 -0.13
C 1.26 3.14 -3.05 -0.07
C 2.57 2.73 -2.85 -0.03
C 2.87 1.78 -1.90 -0.21
C 4.30 1.37 -1.64 -0.03
N 0.25 0.62 1.19 -0.04
C -0.26 0.83 2.52 -0.27
C -0.66 -0.27 3.28 -0.06
C -1.21 -0.10 4.54 -0.06
C -1.35 1.19 5.04 -0.06
C -0.92 2.28 4.30 -0.02
C -0.34 2.12 3.04 -0.21
C 0.23 3.31 2.31 -0.03
H 4.79 3.02 2.48 0.09
H 3.35 2.36 3.27 0.09
H 3.37 2.57 1.53 0.08
H 6.59 1.51 2.24 0.12
H 7.49 -0.76 1.97 0.11
H 5.96 -2.70 1.80 0.11
H 3.50 -2.32 1.91 0.11
H 1.78 -0.10 3.04 0.15
H 3.15 0.09 -0.06 0.12
H -0.78 2.85 -2.53 0.07
H 1.03 3.92 -3.77 0.11
H 3.37 3.18 -3.42 0.12
H 4.97 1.89 -2.33 0.09
H 4.45 0.30 -1.79 0.09
H 4.62 1.61 -0.63 0.07
H -0.53 -1.25 2.85 0.09
H -1.53 -0.95 5.11 0.11
H -1.80 1.35 6.01 0.11
H -1.01 3.28 4.70 0.12
H -0.27 4.23 2.62 0.08
H 0.13 3.22 1.23 0.06
H 1.29 3.41 2.54 0.07
Se -3.44 4.68 1.13 0.75
C -2.66 3.27 0.57 -0.90
N -2.12 2.28 0.18 -0.10
```

Summary:
E_LUMO (spin up / spin down) in Eh: -0.12894 / -0.12953
Charge: +1

---

Entry 4:
The following is a quantum chemistry calculation of a 6-piece molecular cluster, C40H51N6O overall at a distorted geometry, from OMol25.

```
98
Properties=species:S:1:pos:R:3:lowdin_charge:R:1
C 7.60 -1.40 0.83 -0.16
C 6.38 -0.48 0.23 -0.28
C 5.95 0.78 1.20 -0.21
C 4.95 1.82 0.35 -0.21
C 4.10 2.74 1.43 -0.20
C 3.09 3.83 0.73 -0.17
N 1.82 3.25 0.15 -0.08
C 1.15 4.09 -0.96 0.04
C -0.22 3.65 -1.74 0.01
C -0.94 2.25 -1.29 0.06
C -0.24 1.39 -0.08 -0.07
O -0.78 0.13 0.47 -0.17
C -2.14 0.30 1.01 -0.19
C -2.96 -1.10 0.60 -0.16
C -1.94 -2.38 0.40 -0.27
C -1.15 -2.80 1.79 -0.14
C 1.16 1.96 0.59 0.15
H 7.69 -2.35 0.12 0.08
H 8.66 -0.88 0.82 0.08
H 7.32 -1.81 1.91 0.08
H 5.42 -1.16 0.06 0.11
H 6.73 -0.13 -0.85 0.11
H 6.91 1.34 1.61 0.09
H 5.31 0.37 2.10 0.11
H 4.27 1.27 -0.43 0.11
H 5.69 2.58 -0.20 0.12
H 3.55 2.05 2.22 0.11
H 4.91 3.34 2.05 0.14
H 2.90 4.68 1.52 0.15
H 3.69 4.33 -0.16 0.14
H 1.64 5.12 -1.30 0.15
H -0.66 4.35 -2.57 0.12
H -1.94 1.82 -1.78 0.14
H -2.72 1.24 0.61 0.12
H -2.18 0.38 2.20 0.14
H -3.64 -0.94 -0.36 0.10
H -3.65 -1.36 1.54 0.13
H -2.62 -3.31 0.12 0.12
H -1.19 -2.25 -0.53 0.11
H -0.26 -3.56 1.59 0.07
H -1.93 -3.33 2.50 0.09
H -0.73 -1.80 2.29 0.08
H 1.66 1.31 1.43 0.15
N -5.75 -2.29 -1.70 0.04
C -5.14 -2.02 -2.88 -0.17
C -5.78 -2.05 -4.11 -0.08
C -7.13 -2.38 -4.14 -0.08
C -7.79 -2.66 -2.94 -0.08
C -7.06 -2.60 -1.76 -0.15
H -4.08 -1.77 -2.80 0.09
H -5.24 -1.82 -5.02 0.10
H -7.66 -2.42 -5.08 0.10
H -8.84 -2.92 -2.93 0.07
H -7.53 -2.81 -0.81 0.10
N 1.10 -4.93 3.18 0.04
C 1.85 -5.67 2.34 -0.15
C 3.19 -5.96 2.55 -0.08
C 3.80 -5.46 3.69 -0.08
C 3.06 -4.69 4.58 -0.08
C 1.72 -4.46 4.29 -0.15
H 1.33 -6.04 1.46 0.10
H 3.75 -6.56 1.84 0.10
H 4.85 -5.67 3.89 0.11
H 3.50 -4.28 5.48 0.10
H 1.10 -3.86 4.95 0.10
N 8.90 2.63 2.26 0.04
C 9.31 3.76 1.64 -0.15
C 10.63 4.16 1.55 -0.07
C 11.60 3.35 2.12 -0.07
C 11.22 2.18 2.77 -0.07
C 9.87 1.86 2.80 -0.15
H 8.51 4.36 1.21 0.10
H 10.90 5.08 1.04 0.10
H 12.65 3.63 2.07 0.11
H 11.95 1.53 3.23 0.11
H 9.52 0.96 3.29 0.10
N -10.22 -4.02 -4.51 0.04
C -10.13 -5.29 -4.97 -0.14
C -11.15 -5.93 -5.65 -0.07
C -12.34 -5.24 -5.87 -0.07
C -12.46 -3.93 -5.41 -0.07
C -11.38 -3.37 -4.74 -0.14
H -9.19 -5.78 -4.77 0.11
H -11.02 -6.95 -6.00 0.10
H -13.16 -5.71 -6.40 0.11
H -13.37 -3.37 -5.56 0.10
H -11.43 -2.35 -4.36 0.10
N -1.25 7.29 1.51 0.06
C -1.16 6.02 1.05 -0.16
C -2.18 5.38 0.37 -0.09
C -3.37 6.07 0.15 -0.07
C -3.49 7.37 0.61 -0.07
C -2.41 7.94 1.28 -0.14
H -0.22 5.52 1.25 0.08
H -2.05 4.36 0.02 0.06
H -4.19 5.59 -0.38 0.11
H -4.40 7.94 0.46 0.11
H -2.46 8.95 1.66 0.11
```

Summary:
E_LUMO in Eh: -0.17035
Charge: +1
Energy relative to the best compared isomer or geometry (same formula, charge and spin) in kcal per mole: 239.44

---

Entry 5:
The following is a quantum chemistry calculation of C40H51N9O2SV as an isolated structure at a distorted geometry, from OMol25.

```
104
Properties=species:S:1:pos:R:3:mulliken_spin:R:1
V -0.98 -0.94 0.25 2.84
C -6.36 1.74 -4.18 0.00
C -5.09 1.51 -3.41 0.00
C -4.10 2.45 -3.31 0.01
C -2.89 2.19 -2.61 0.00
C -1.95 3.23 -2.50 0.00
N -0.81 3.11 -1.86 0.00
C 0.12 4.20 -1.61 0.00
C -0.42 5.28 -0.67 0.00
C -1.25 4.74 0.49 0.00
N -0.71 3.52 1.09 0.01
C 0.03 3.46 2.16 0.00
C 0.32 2.26 2.85 0.00
C 1.05 2.32 4.07 0.02
C 1.14 1.24 4.91 0.00
C 1.93 1.27 6.18 0.00
C 0.38 0.10 4.56 0.03
C -0.31 -0.02 3.37 0.01
C -1.29 -1.09 3.19 0.06
N -1.80 -1.43 2.07 -0.11
C -3.11 -2.09 2.16 0.04
C -3.30 -3.34 1.33 0.02
C -3.03 -3.19 -0.18 0.05
N -2.78 -1.80 -0.61 0.01
C -3.67 -1.34 -1.41 0.10
C -3.71 -0.02 -2.04 -0.01
C -4.86 0.28 -2.75 0.00
C -2.64 0.93 -1.97 -0.04
O -1.52 0.70 -1.41 0.05
C -0.27 1.04 2.41 -0.03
O -0.79 0.95 1.24 -0.05
H -6.28 1.35 -5.20 0.00
H -6.58 2.80 -4.25 0.00
H -7.20 1.25 -3.71 0.00
H -4.23 3.41 -3.78 0.00
H -2.17 4.19 -2.95 0.00
H -0.67 2.17 -1.46 0.00
H 0.44 4.63 -2.56 0.00
H 1.00 3.73 -1.16 0.00
H -1.05 5.98 -1.22 0.00
H 0.43 5.85 -0.31 0.00
H -2.25 4.48 0.16 0.00
H -1.36 5.49 1.27 0.00
H -1.03 2.60 0.77 0.01
H 0.38 4.41 2.58 0.00
H 1.53 3.25 4.34 0.00
H 2.58 2.14 6.21 0.00
H 2.55 0.39 6.29 0.00
H 1.27 1.32 7.05 0.00
H 0.31 -0.71 5.27 0.00
H -1.73 -1.48 4.11 0.00
H -3.83 -1.32 1.84 -0.01
H -3.33 -2.31 3.22 0.01
H -4.35 -3.63 1.47 0.00
H -2.70 -4.16 1.73 0.00
H -3.85 -3.62 -0.76 0.00
H -2.14 -3.77 -0.43 -0.01
H -4.52 -1.97 -1.69 0.00
H -5.63 -0.47 -2.80 0.00
C 2.76 2.69 -2.04 0.00
C 2.40 1.54 -2.97 0.00
N 2.94 0.26 -2.54 0.00
C 4.27 -0.11 -3.04 0.00
C 5.43 0.39 -2.18 0.00
C 2.25 -0.49 -1.64 0.02
C 2.87 -1.80 -1.24 0.01
N 1.10 -0.15 -1.15 -0.01
H 2.31 3.63 -2.38 0.00
H 3.84 2.85 -2.00 0.00
H 2.42 2.49 -1.03 0.00
H 2.79 1.74 -3.98 0.00
H 1.32 1.46 -3.08 0.00
H 4.34 0.29 -4.05 0.00
H 4.32 -1.19 -3.14 0.00
H 5.58 1.47 -2.29 0.00
H 6.35 -0.09 -2.49 0.00
H 5.27 0.18 -1.13 0.00
H 2.94 -2.47 -2.10 0.00
H 2.26 -2.26 -0.47 0.01
H 3.87 -1.67 -0.84 0.00
H 0.79 0.73 -1.55 0.03
N 0.62 -4.29 -1.86 0.01
C 0.10 -3.06 -1.66 0.16
N -0.11 -2.79 -0.40 -0.45
C 0.30 -3.92 0.29 0.09
C 0.27 -4.21 1.66 0.03
C 0.73 -5.45 2.06 0.01
C 1.22 -6.39 1.13 0.00
C 1.24 -6.12 -0.22 0.00
C 0.77 -4.87 -0.61 -0.01
H 0.86 -4.69 -2.75 0.00
H -0.11 -2.38 -2.47 0.00
H -0.10 -3.49 2.37 0.03
H 0.71 -5.71 3.11 0.00
H 1.57 -7.35 1.49 0.00
H 1.61 -6.85 -0.93 0.00
S 4.06 -1.24 3.66 0.00
C 3.88 0.17 2.73 0.00
C 2.82 0.04 1.90 0.01
N 2.14 -1.15 1.98 0.04
C 2.70 -1.91 2.88 0.01
H 4.55 1.01 2.83 0.00
H 2.48 0.78 1.18 -0.01
H 2.36 -2.90 3.11 0.00
```

Summary:
E_LUMO (spin up / spin down) in Eh: -0.19195 / -0.19265
2S+1: 4
Charge: +2